(1)
Molecular formula: C30H39AsBrF6N2O3PSiTi
Method: DFT, ωB97M-V with the def2-TZVPD basis set

Output
Lowest unoccupied orbital energy (spin up / spin down), Ha: -0.1414 / -0.1417
Total charge: +1
Frontier orbital gap (spin up / spin down), eV: 7.363 / 7.356
Spin multiplicity: 2
Largest force on an atom, eV Å⁻¹: 1.0

Each line ends with the Mulliken charge.
Element x y z (Å)
H -0.456 3.487 5.374  0.5660
H -0.887 -4.846 -0.407  0.2876
H 2.720 2.418 -1.631  0.3448
O -1.005 2.968 2.925  -0.5880
H -0.249 -0.641 4.238  0.5867
C 0.690 -1.128 0.657  1.2490
F 3.737 2.320 3.247  -0.3246
C -3.081 -1.465 -0.917  -1.3460
Ti 0.404 0.861 0.746  -0.6533
H 1.785 -1.734 -7.800  0.4076
C 0.047 0.749 7.315  -0.2868
H -5.921 -1.521 -1.326  0.3284
C 0.221 0.011 -4.718  0.0093
H 2.889 -0.829 -1.574  0.3934
C -0.384 1.456 4.676  0.3671
C -0.106 2.084 6.964  -0.2212
C -0.624 1.881 3.283  0.3793
H 3.239 -3.980 -0.953  0.2999
C -4.184 -1.036 -0.182  1.1700
H 3.711 -3.712 0.727  0.3315
H 2.566 -0.722 -3.336  0.5869
H 1.559 -4.353 3.003  0.3194
H -1.734 5.350 -0.393  0.5024
C 0.954 -4.855 2.247  -1.0230
Br -0.015 3.414 8.297  -0.1663
C -0.328 2.450 5.650  -0.4887
C 0.154 -4.875 -0.731  -0.8977
H 1.431 4.346 0.911  0.2054
H 0.108 -1.268 6.611  0.4343
H -3.161 -2.295 -1.607  0.5661
H 1.165 1.791 -5.458  0.4255
F 3.843 2.765 0.972  -0.4289
C -2.715 3.476 -0.671  -1.2938
C 2.122 -0.830 -2.347  -1.2925
H 0.275 5.643 0.897  0.2527
H -3.781 3.612 -0.598  0.3211
C -2.724 0.597 0.795  -0.6569
C 1.003 0.731 -5.616  -0.1947
P 3.204 1.680 1.931  1.4371
H 2.688 1.886 -3.325  0.4415
H -0.617 -1.913 -4.266  0.4174
As 0.940 0.658 -1.990  1.6131
H 1.570 -1.767 -2.289  0.1603
F 1.805 2.594 1.937  -0.4185
O -0.111 2.655 -0.006  0.0433
H 2.166 0.677 -7.413  0.4084
H 0.414 -5.917 -0.924  0.3825
N 0.517 4.696 0.658  -0.2658
N -1.667 0.184 0.085  0.7843
C -0.339 0.665 -3.488  -1.0910
H 0.236 -4.334 -1.675  0.2465
H -2.322 2.787 -1.401  0.4172
H -1.256 0.174 -3.164  0.5315
H -2.561 1.435 1.458  0.5514
C 0.915 -2.325 0.622  -0.3271
O -0.382 0.900 2.366  0.5190
C 1.349 -1.247 -6.939  -0.4550
F 4.377 0.676 1.687  -0.3381
Si 1.288 -4.146 0.560  -0.2172
H 0.216 0.483 8.348  0.4258
C -0.414 3.847 0.270  0.2717
C 0.561 -1.970 -6.055  -0.7882
C -0.015 -0.230 6.334  -1.0484
H 0.378 -3.023 -6.227  0.4085
H -2.194 4.563 1.101  0.3958
C -0.222 0.117 5.009  -0.2070
F 2.341 0.561 2.685  -0.2900
C -5.520 -1.695 -0.327  -1.5415
C 3.077 -4.312 0.074  -0.9623
C -1.862 -0.848 -0.750  -0.9715
C 2.074 2.161 -2.468  -1.3277
H 1.196 -5.918 2.272  0.3322
C -3.978 0.028 0.686  -1.2949
H 1.452 3.017 -2.728  0.3684
H -6.233 -1.314 0.400  0.3793
C 1.564 0.105 -6.720  -0.7923
H -5.433 -2.774 -0.196  0.3789
C -1.814 4.365 0.093  -0.4709
C 0.001 -1.343 -4.952  -0.0600
H 3.403 -5.351 0.147  0.3785
F 2.398 1.015 0.434  -0.4967
H -0.095 -4.740 2.523  0.3128
H -4.786 0.416 1.291  0.4076
H -0.577 1.716 -3.663  0.6525
H -0.994 -1.213 -1.278  1.2267

***

(2)
Molecular formula: C30H39BrN6O4Tc
Method: DFT, ωB97M-V with the def2-TZVPD basis set

Output
Lowest unoccupied orbital energy (spin up / spin down), Ha: -0.5323 / -0.5300
Total charge: +4
Frontier orbital gap (spin up / spin down), eV: 2.073 / 3.690
Spin multiplicity: 2
Largest force on an atom, eV Å⁻¹: 3.1

Each line ends with the Mulliken charge.
Element x y z (Å)
H 2.594 -0.505 -0.965  0.3017
C 6.176 -0.984 1.205  -0.7428
O -0.310 -0.877 -1.446  1.9867
C 0.434 4.476 -5.860  0.7761
C 0.349 1.315 -4.287  0.8549
H 4.540 0.950 -0.078  0.4236
C -2.817 -0.328 0.504  0.9803
H -2.676 -0.495 -2.216  0.0204
H 1.638 -1.461 0.915  0.3175
H 0.484 -2.822 -1.360  0.3901
O -0.714 1.607 -2.094  -0.2220
H 1.003 0.765 -6.257  0.6675
C 0.739 0.399 -5.274  -0.8258
C 4.002 0.217 0.527  -0.7711
N 0.823 3.717 -3.798  0.2206
C 0.872 4.892 -4.559  0.5955
C -3.703 -1.150 -0.383  -0.2063
Tc -0.392 0.360 0.413  -0.0872
C -2.127 -0.903 1.588  -0.5185
H 3.927 0.641 1.535  0.4123
H -0.764 1.631 4.436  0.4416
N 8.710 -2.424 0.990  -0.3176
C -0.820 2.163 3.488  -1.5328
C -3.679 -0.736 -1.859  -1.3504
C -2.719 1.069 0.348  -0.6947
O 2.622 2.192 -1.265  -0.6325
C 8.391 -1.468 0.126  0.8092
C 4.767 -1.113 0.586  -0.5752
C 2.058 1.479 -0.492  -0.1017
C -0.073 0.851 -3.048  1.3527
C 0.415 2.736 -4.633  -0.4808
N 0.152 3.176 -5.882  -0.5820
C -1.410 1.297 2.413  0.7765
O 0.861 1.789 0.054  -0.6587
H 9.568 -2.943 0.888  0.2336
H -2.062 2.941 1.184  0.5677
C 0.592 6.729 -6.647  -0.6107
C -2.043 1.862 1.284  -0.7532
H -1.429 3.057 3.620  0.4169
H -2.217 -1.967 1.775  0.7345
H 0.072 5.089 -7.932  0.4836
C 0.455 -1.404 -3.712  -0.1979
C 0.315 5.429 -6.934  -0.5642
H 1.364 6.539 -3.267  0.4650
C 2.592 0.116 -0.066  0.4963
H -4.322 0.129 -2.039  0.4322
C 0.057 -0.494 -2.753  -1.0010
H -0.844 2.519 -2.385  0.3751
H 4.847 -1.548 -0.414  0.3750
Br 1.221 -2.184 -6.310  -0.0016
H 6.195 -0.161 1.923  0.3287
C -0.468 -2.310 -1.231  -1.5584
H 9.050 -0.457 -1.530  0.1970
C -5.133 -1.021 0.192  -1.5210
N 9.223 -1.203 -0.877  -0.3688
C 0.768 -0.950 -4.990  -0.8516
C -1.435 -0.109 2.517  -0.6815
H 6.387 -1.895 1.755  0.3546
H -5.205 -1.405 1.210  0.3977
H -3.409 -2.198 -0.287  0.5331
H -3.255 1.546 -0.462  0.6327
H 4.217 -1.826 1.205  0.3137
H 10.128 -1.643 -0.931  0.2152
H 7.162 0.023 -0.385  0.2259
H 0.513 7.487 -7.414  0.4537
H -4.071 -1.550 -2.467  0.4316
H 8.174 -2.609 1.818  0.1782
H -0.822 -2.437 -0.215  0.3418
C 1.029 7.105 -5.351  -0.3233
H -5.814 -1.599 -0.434  0.4399
H 1.799 -0.123 1.821  0.3234
H -1.207 -2.703 -1.926  0.4098
H 0.514 -2.464 -3.510  0.7289
H 0.185 2.504 3.226  0.2590
C 1.131 6.188 -4.264  -0.7085
H -5.465 0.019 0.184  0.3885
H 1.227 3.585 -2.878  0.0656
H 1.312 8.136 -5.176  0.4554
N 1.578 -0.445 0.880  -0.5159
N 7.245 -0.776 0.224  -0.1753
H -1.003 -0.581 3.393  0.5513

***

Listing relative energy (zero: lowest compared OMol25 entry of this formula, charge and spin) for the structures above in their given order: 75.2, 53.3 kcal/mol.